No. 1
{"formula": "C4H8O3", "method": "wB97M-V/def2-TZVPD", "elements": ["O", "O", "O", "C", "C", "C", "C", "H", "H", "H", "H", "H", "H", "H", "H"], "positions_angstrom": [[-0.629960, 0.959688, -1.212639], [1.744189, -1.191235, -0.401823], [-2.738390, -0.177750, -0.907659], [-0.684529, 0.368410, -0.057563], [-1.921355, -0.377020, 0.061798], [1.791509, 0.088997, 0.187165], [0.467568, 0.440143, 0.879817], [-1.611184, 0.736229, -1.533101], [-2.228492, -0.739489, 1.053343], [2.590926, 0.066432, 0.933220], [1.332459, -1.106233, -1.271116], [0.514091, 1.462791, 1.275869], [-0.948491, -1.154004, -0.175850], [0.284423, -0.240829, 1.718421], [2.037235, 0.863870, -0.549881]], "forces_ev_per_a": [[-0.09, -0.04, 0.10], [-0.08, -0.04, -0.24], [0.05, -0.02, -0.12], [-0.04, -0.01, -0.02], [0.17, 0.17, 0.33], [0.07, 0.30, 0.15], [-0.05, -0.04, 0.07], [0.04, -0.02, 0.01], [0.06, 0.04, -0.15], [-0.12, 0.02, -0.09], [0.09, -0.09, 0.10], [0.00, -0.12, -0.06], [-0.08, -0.09, -0.05], [0.00, 0.08, -0.12], [-0.03, -0.14, 0.09]], "mulliken_charge": [-0.533, -0.528, -0.755, 0.012, 0.168, -0.512, -0.352, 0.448, 0.389, 0.359, 0.342, 0.293, 0.120, 0.256, 0.293], "fmax_ev_per_a": 0.4, "gap_ha": 0.363}



No. 2
{"formula": "C4H8O3", "method": "wB97M-V/def2-TZVPD", "elements": ["O", "O", "O", "C", "C", "C", "C", "H", "H", "H", "H", "H", "H", "H", "H"], "positions_angstrom": [[-1.385252, -0.986357, 0.596401], [2.013009, 0.798516, 0.995748], [0.771029, -1.445671, -0.843224], [-1.858023, 0.815693, -0.952000], [2.435772, -0.202334, 1.522853], [-0.834245, 0.127197, -0.053331], [0.377549, -0.296616, -0.857053], [-0.834996, -1.743013, 0.329662], [-0.470260, 0.854329, 0.688764], [2.270893, -1.202232, 1.081014], [-1.435974, 1.721232, -1.402942], [-2.727196, 1.100832, -0.353789], [0.868654, 0.474403, -1.475900], [-2.193614, 0.141807, -1.746852], [3.002647, -0.157785, 2.470649]], "forces_ev_per_a": [[0.06, -0.16, 0.01], [0.22, -0.45, 0.25], [-0.15, 0.51, -0.04], [-0.06, 0.02, -0.05], [-0.09, 0.29, -0.13], [0.08, 0.22, -0.13], [0.07, -0.34, 0.02], [-0.09, 0.04, 0.08], [-0.05, -0.09, -0.10], [0.00, 0.10, 0.02], [-0.06, -0.14, 0.06], [0.12, -0.04, -0.08], [-0.05, -0.08, 0.07], [0.05, 0.08, 0.10], [-0.05, 0.03, -0.09]], "mulliken_charge": [-0.565, -0.407, -0.553, -1.347, -0.065, 0.389, 0.103, 0.369, 0.236, 0.202, 0.365, 0.339, 0.340, 0.324, 0.270], "fmax_ev_per_a": 0.6, "smiles": "C[C@@H](O)C=O.C=O", "gap_ha": 0.398}



No. 3
{"formula": "C4H8O3", "method": "wB97M-V/def2-TZVPD", "elements": ["O", "O", "O", "C", "C", "C", "C", "H", "H", "H", "H", "H", "H", "H", "H"], "positions_angstrom": [[-0.976682, 1.130617, -0.701445], [1.775005, -1.019637, 0.014055], [-2.442302, -0.854007, -1.459057], [1.535665, 0.233557, 0.625545], [-0.865556, 0.158274, 0.022119], [-1.692349, -1.075564, -0.304517], [0.114764, 0.201381, 1.177547], [2.618949, -0.975635, -0.451063], [1.606750, 1.056839, -0.099658], [-1.008053, -1.930226, -0.426071], [2.249085, 0.428671, 1.440002], [-2.348804, -1.311061, 0.549856], [-0.068689, 1.136843, 1.717572], [-2.211987, 0.053275, -1.730839], [0.006188, -0.637837, 1.873015]], "forces_ev_per_a": [[0.04, -0.30, 0.22], [0.25, -0.08, -0.17], [-0.03, 0.05, -0.06], [-0.10, 0.37, 0.17], [-0.02, 0.26, -0.22], [0.19, 0.00, 0.25], [-0.02, -0.03, 0.07], [-0.16, -0.08, 0.05], [0.02, -0.15, 0.10], [-0.02, 0.17, 0.04], [-0.13, -0.09, -0.11], [0.15, 0.09, -0.06], [0.00, -0.15, -0.05], [-0.10, -0.12, -0.04], [-0.06, 0.05, -0.19]], "mulliken_charge": [-0.654, -0.498, -0.543, -0.421, 0.713, -0.436, -0.636, 0.294, 0.326, 0.258, 0.307, 0.250, 0.340, 0.389, 0.311], "fmax_ev_per_a": 0.4, "smiles": "O=C(CO)CCO", "gap_ha": 0.403}



No. 4
{"formula": "C4H8O3", "method": "wB97M-V/def2-TZVPD", "elements": ["O", "O", "O", "C", "C", "C", "C", "H", "H", "H", "H", "H", "H", "H", "H"], "positions_angstrom": [[-1.492237, 1.610076, 0.083228], [1.287235, -0.434590, -0.789584], [2.775474, -0.151131, 1.018946], [-0.880475, -0.666708, 0.380741], [1.355244, -0.312098, 1.444403], [0.609448, -0.461271, 0.324549], [-1.653122, 0.322078, -0.478314], [-1.223474, -0.587682, 1.421948], [-1.101339, -1.682147, 0.033496], [1.253510, -0.694996, 2.437290], [-1.854425, 2.257062, -0.532237], [2.551820, 0.764159, 1.267744], [-2.715210, 0.029949, -0.504448], [-1.259732, 0.275550, -1.502618], [2.425275, -0.309214, -0.158643]], "forces_ev_per_a": [[-0.06, 0.25, -0.08], [0.99, 0.31, 0.28], [-0.71, 0.32, 0.68], [0.04, -0.11, -0.08], [-0.41, -1.26, 0.00], [-0.03, -0.20, 0.51], [0.01, -0.39, -0.20], [0.16, -0.01, -0.22], [0.01, 0.08, -0.03], [-0.27, 0.14, 0.27], [0.07, -0.05, 0.12], [1.71, 0.75, -0.55], [0.20, 0.06, 0.04], [-0.05, 0.08, 0.11], [-1.67, 0.03, -0.84]], "mulliken_charge": [-0.511, -0.758, -0.523, -0.689, -0.766, 0.741, -0.410, 0.289, 0.337, 0.376, 0.300, 0.454, 0.308, 0.302, 0.550], "fmax_ev_per_a": 1.9, "gap_ha": 0.337}



No. 5
{"formula": "C4H8O3", "method": "wB97M-V/def2-TZVPD", "elements": ["O", "O", "O", "C", "C", "C", "C", "H", "H", "H", "H", "H", "H", "H", "H"], "positions_angstrom": [[-1.562752, -0.525147, 1.750381], [0.941255, 2.120169, -1.241628], [-1.616589, 0.371675, -0.320976], [0.819497, 0.792637, -0.806671], [-0.294634, 0.100631, -0.453636], [1.979274, 0.036141, -0.521599], [-2.103353, -1.544385, 1.394880], [-1.541824, -2.328407, 0.770760], [2.312490, 0.271341, 0.556123], [1.031882, 2.716830, -0.434939], [-3.136149, -1.903492, 1.594142], [1.980864, -1.003710, -0.684327], [-1.687470, 1.273988, -0.125133], [0.031210, -0.907926, -0.330129], [2.846300, 0.529655, -1.147248]], "forces_ev_per_a": [[-1.19, -1.76, 1.15], [-0.23, 0.47, 1.99], [0.74, -0.97, -2.02], [-4.13, 0.44, 0.16], [1.10, 1.05, -1.28], [5.99, 2.67, 0.68], [1.30, -0.78, -0.23], [-0.33, 0.87, 0.50], [-0.25, -0.66, -1.30], [-0.08, -1.09, -1.52], [0.06, 0.80, 0.30], [-0.21, -1.14, -0.19], [-0.47, 2.18, 0.30], [-1.02, -0.81, 0.51], [-1.30, -1.28, 0.96]], "mulliken_charge": [-0.373, -0.551, -0.500, 0.327, 0.147, -1.067, -0.044, 0.166, 0.204, 0.338, 0.257, 0.416, 0.292, 0.104, 0.285], "fmax_ev_per_a": 6.6, "smiles": "C/C(O)=C/O.C=O", "gap_ha": 0.325}



No. 6
{"formula": "C4H8O3", "method": "wB97M-V/def2-TZVPD", "elements": ["O", "O", "O", "C", "C", "C", "C", "H", "H", "H", "H", "H", "H", "H", "H"], "positions_angstrom": [[1.027937, -2.293636, -0.408951], [1.054902, -0.007266, 0.596290], [-2.619070, 1.056167, -0.119827], [0.285791, -1.766430, 0.292831], [-0.291881, 0.609460, 0.137593], [2.315304, 0.130520, -0.114893], [-1.750143, -0.064335, 0.085808], [3.049402, -0.597726, 0.284234], [-3.534493, 0.782269, 0.052019], [-0.401292, 1.380847, 0.886749], [-1.879239, -0.773540, -0.744718], [-2.016363, -0.578215, 1.015254], [-0.120418, 1.001604, -0.861653], [2.739821, 1.126595, 0.046498], [2.236649, -0.080091, -1.187907]], "forces_ev_per_a": [[-0.45, 0.15, 0.37], [-0.97, 0.64, -0.06], [0.18, -0.04, 0.09], [0.25, -2.60, -0.55], [0.83, 0.56, 0.04], [-0.45, 0.27, -0.10], [0.77, -0.37, 0.17], [-0.82, 0.23, 0.10], [0.54, 0.04, -0.07], [-0.09, 0.47, -0.23], [0.32, 0.16, 0.21], [0.33, 0.10, -0.09], [0.06, 0.29, 0.05], [-0.25, -0.04, -0.09], [-0.25, 0.14, 0.15]], "mulliken_charge": [-0.283, -0.286, -0.518, 0.044, -0.305, -0.690, -0.481, 0.256, 0.313, 0.303, 0.339, 0.383, 0.284, 0.300, 0.340], "fmax_ev_per_a": 2.7, "gap_ha": 0.384}



No. 7
{"formula": "C4H8O3", "method": "wB97M-V/def2-TZVPD", "elements": ["O", "O", "O", "C", "C", "C", "C", "H", "H", "H", "H", "H", "H", "H", "H"], "positions_angstrom": [[0.728846, 1.739052, 0.787280], [1.686027, -0.444849, -0.497678], [-2.035728, 1.222694, -1.055319], [0.562306, -0.579849, 0.346692], [-0.304425, -1.712518, -0.166988], [-0.207404, 0.737232, 0.412742], [-0.841151, 1.134186, -0.908301], [0.251767, 2.363658, 1.341378], [-0.139017, 1.355458, -1.733916], [-1.021730, 0.648336, 1.143196], [-0.571875, -1.543330, -1.216656], [0.882563, -0.783282, 1.381987], [-1.227245, -1.775226, 0.420136], [2.188775, 0.309551, -0.157771], [0.226847, -2.664656, -0.088370]], "forces_ev_per_a": [[-0.12, 0.19, 0.20], [0.16, 0.18, 0.07], [0.33, -0.03, 0.01], [-0.32, -0.10, 0.16], [-0.03, -0.04, 0.00], [-0.23, -0.21, -0.01], [-0.28, -0.05, -0.11], [0.23, 0.18, -0.05], [-0.01, 0.02, 0.07], [0.13, -0.01, -0.05], [0.05, -0.06, 0.18], [0.00, -0.05, -0.17], [0.13, -0.03, -0.10], [0.02, -0.13, -0.15], [-0.06, 0.15, -0.05]], "mulliken_charge": [-0.558, -0.554, -0.469, 0.169, -1.312, 0.165, -0.177, 0.341, 0.337, 0.378, 0.365, 0.243, 0.360, 0.363, 0.347], "fmax_ev_per_a": 0.4, "smiles": "C[C@@H](O)[C@@H](O)C=O", "gap_ha": 0.377}



No. 8
{"formula": "C4H8O3", "method": "wB97M-V/def2-TZVPD", "elements": ["O", "O", "O", "C", "C", "C", "C", "H", "H", "H", "H", "H", "H", "H", "H"], "positions_angstrom": [[1.404897, 1.026474, -1.444470], [1.321215, -0.267686, 0.940201], [-2.220401, -0.219471, 0.648568], [-1.820466, -0.184539, 1.788490], [0.033450, 1.248633, -1.098797], [0.873842, -1.011465, -0.171754], [0.534965, -0.098991, -1.329434], [-0.018936, -1.565270, 0.133077], [-2.521657, -0.105678, 2.643108], [-0.134242, 1.582643, -0.077408], [1.912760, 0.408864, 0.571292], [0.299146, -0.593510, -2.272503], [1.637323, -1.737436, -0.491908], [-0.741942, -0.225741, 2.027025], [-0.559948, 1.743169, -1.865481]], "forces_ev_per_a": [[0.19, 0.07, -0.10], [0.20, 0.15, -0.03], [0.14, 0.01, 0.55], [-0.16, -0.01, -0.33], [-0.24, 0.13, 0.04], [-0.11, -0.17, -0.18], [-0.09, -0.17, 0.01], [0.11, 0.04, -0.09], [0.04, -0.01, -0.12], [0.03, -0.05, -0.16], [-0.07, -0.10, 0.16], [0.05, 0.07, 0.14], [-0.10, 0.11, 0.04], [-0.10, 0.01, -0.04], [0.10, -0.09, 0.10]], "mulliken_charge": [-0.503, -0.555, -0.395, -0.065, -0.324, -0.520, 0.109, 0.225, 0.272, 0.162, 0.328, 0.463, 0.331, 0.177, 0.294], "fmax_ev_per_a": 0.6, "smiles": "OC[C@H]1CO1.C=O", "gap_ha": 0.401}



In kJ/mol, the ΔE to the lowest compared entry with this formula, charge and spin values for the records above are, in order, 307.7 202.2 126.1 347.3 421.6 385.7 145.1 308.5.